No. 1
A molecular structure, C16H42BBe2Cl4CsF3GaN3O11P2S, computed with ωB97M-V with the def2-TZVPD basis set.

Charge   +1
DFT total energy   -186298.65177 eV
Multiplicity   1

```
87
Properties=species:S:1:pos:R:3:lowdin_charge:R:1
Cs -8.5302 -2.7767 -0.7474 0.901
Ga 0.6992 -0.2336 4.3265 0.349
Cl -4.4830 -0.0169 0.4364 0.744
Cl -2.5027 -0.3152 4.6158 0.666
Cl -4.5441 -3.7568 0.3482 0.669
Cl -7.8261 -0.8926 0.7898 0.272
S -1.3459 -1.5269 1.7163 0.609
P 3.0102 0.3582 4.2270 0.474
P 0.3947 -1.7953 2.6128 0.367
F -1.4054 -0.8495 -0.9333 -0.549
F -2.2204 -4.6149 -0.2076 -0.226
F -3.1416 4.9816 -3.8154 -0.728
O 3.1331 1.8063 3.4088 -0.239
O 3.5451 0.6891 5.7698 -0.225
O -5.5644 -3.5420 1.3508 -0.342
O 2.8280 1.1192 -2.0996 -0.208
O 0.4591 -3.3449 3.1788 -0.222
O -4.3681 -5.1545 0.1620 -0.296
O 1.5640 -1.6824 1.4273 -0.267
O -3.2932 -3.1353 0.7933 -0.388
O -0.4067 -2.0311 6.5846 0.057
O -4.9618 -3.1520 -0.9040 -0.388
O 1.1986 -0.4586 7.3827 -0.044
N -2.3885 2.4567 -1.8366 0.177
N 2.7231 -0.7453 -4.5398 -0.259
N 3.9269 -0.7949 3.6724 -0.220
C -1.7665 2.9795 -2.5985 -0.234
C 5.2828 -0.3850 -4.4776 -0.047
C -0.3555 1.4257 3.9002 -0.284
C 0.8609 0.9195 7.5484 -0.106
C 3.8687 1.4820 -1.1937 -0.058
C -7.1776 0.6959 0.2982 -0.556
C 3.0409 1.5859 -3.4135 -0.200
C 2.6646 -1.4982 -3.2229 -0.155
C 4.0744 -0.9556 -5.1997 -0.153
C -5.8976 0.5749 -0.5114 -0.557
C -2.4906 1.4161 2.4790 -0.231
C 2.3209 0.7198 -4.4361 -0.064
C 1.3086 -1.4829 -2.5526 -0.055
C -0.9616 3.6580 -3.5833 -0.077
C -1.8965 1.2157 3.9044 -0.751
C 1.7326 -1.3832 -5.4844 0.014
B 0.4835 -0.9767 6.2964 -0.641
Be -6.8140 -0.5237 -3.8789 0.342
Be -2.2935 1.1005 -0.0150 0.718
H 0.5579 -2.0197 -3.1313 0.085
H -6.0193 -0.0980 -1.3577 -0.033
H -1.5302 3.7431 -4.5091 0.085
H -2.1462 0.5387 1.8370 -0.088
H 0.6617 -3.9470 2.4514 0.078
H 1.3224 1.2683 8.4833 0.104
H -0.0409 2.2719 4.5270 0.069
H 0.7271 -1.2093 -5.1164 0.104
H 1.8492 -0.9204 -6.4615 0.112
H -0.0474 1.6996 2.8684 0.050
H 3.4247 1.6577 -0.2158 0.091
H 3.7387 2.3430 3.9372 0.052
H -0.2283 1.0993 7.5450 0.094
H -2.3068 2.0310 4.5245 0.106
H 4.0086 -0.5288 -6.2001 0.133
H 2.6143 2.5947 -3.4788 0.137
H 1.9464 -2.4471 -5.5368 0.118
H 1.3812 -1.9880 -1.5901 0.092
H 4.5767 0.6524 -1.1092 0.091
H 2.9477 -2.5287 -3.4484 0.138
H 3.9313 -0.1409 6.0625 0.061
H 0.9362 -0.4806 -2.3610 0.066
H -5.6238 1.5580 -0.8921 0.094
H -7.9454 1.1755 -0.3055 0.093
H -0.0376 3.1001 -3.7695 0.061
H 4.3976 2.3833 -1.5095 0.097
H -7.0308 1.2906 1.1971 0.087
H 4.1019 1.6843 -3.6339 0.100
H 2.0359 -0.8459 1.5155 0.036
H 5.4258 0.6666 -4.7155 0.078
H 1.2852 1.5514 6.7430 0.070
H 1.2554 0.7224 -4.2151 0.126
H 5.2537 -0.5139 -3.3979 0.078
H -3.5821 1.5221 2.4903 0.056
H 4.1912 -2.0342 -5.2973 0.132
H 6.1789 -0.8903 -4.8387 0.097
H 3.3467 -1.5901 3.4288 -0.065
H -2.0475 2.3768 2.1274 0.096
H -1.1610 -1.6073 7.0036 0.076
H 2.4640 1.1371 -5.4335 0.147
H -0.7256 4.6569 -3.2277 0.098
H 3.4280 -1.0943 -2.5681 0.108
```

No. 2
7 unconnected molecules or ions with the total composition C16H42ClNO7S6, computed with ωB97M-V with the def2-TZVPD basis set.

DFT total energy   -110624.15410 eV
Multiplicity   1

```
73
Properties=species:S:1:pos:R:3:lowdin_charge:R:1
Cl 0.5673 -4.2913 0.9234 0.555
S -3.5092 6.2938 -4.7337 0.799
S 2.6848 3.8562 0.9568 0.812
S -0.9968 -3.0883 4.6695 0.827
S 2.8931 -8.4276 -0.7420 0.799
S -1.8133 -0.5517 -0.0947 0.834
S -1.6710 4.5532 -2.2732 0.814
O -0.3698 -0.7946 -0.4048 -0.570
O 0.4218 -3.2974 4.2507 -0.571
O 4.1423 -1.6011 3.0011 0.061
O -1.7442 3.3029 -1.4494 -0.579
O 2.6527 -7.7578 -2.0549 -0.558
O -2.6553 6.9658 -3.7067 -0.584
O 2.5961 5.1419 0.1977 -0.571
N 1.9584 -2.1410 1.9659 0.009
C 3.3877 -2.3180 2.3281 -0.379
C 3.7275 -3.6959 1.5435 -0.115
C -1.0544 -1.5685 5.6411 -0.262
C 3.1009 -3.2431 0.1232 -0.158
C 3.9024 2.8172 0.1230 -0.266
C -2.5327 0.2979 -1.5121 -0.266
C 1.6457 -2.7977 0.6457 -0.594
C -1.1812 5.8970 -1.1736 -0.245
C -3.7658 7.4714 -6.0772 -0.266
C -1.8958 0.8601 1.0262 -0.256
C 1.2497 2.8627 0.5025 -0.279
C -5.2095 6.3257 -4.1290 -0.261
C -1.3225 -4.2058 6.0489 -0.266
C 1.7742 -9.8411 -0.6422 -0.278
C -0.1247 4.4990 -3.2018 -0.243
C 2.0658 -7.4453 0.5266 -0.292
H 3.5979 -2.2133 -0.0232 0.126
H 3.1845 -3.9517 -0.7553 0.118
H -1.9299 1.1716 -1.7646 0.019
H -0.8367 -0.7287 4.9805 0.048
H 1.0250 -7.2761 0.2470 0.043
H 1.8354 -10.2856 0.3527 0.050
H -2.0519 -1.4449 6.0661 0.053
H 2.0812 -10.5771 -1.3858 0.047
H 1.1784 2.7875 -0.5836 0.050
H -4.1330 8.4184 -5.6780 0.059
H -1.0003 6.7979 -1.7604 0.048
H 0.7103 4.3081 -2.5250 0.045
H -1.3364 1.6988 0.6091 0.022
H 1.4865 -2.7090 2.7039 0.047
H -3.5543 0.6012 -1.2770 0.057
H 3.1836 -4.5310 2.1074 0.102
H -5.4866 7.3440 -3.8514 0.059
H 4.8853 3.2738 0.2431 0.049
H -2.3114 -3.9967 6.4604 0.053
H 0.3552 3.3500 0.8914 0.043
H 4.8391 -3.9592 1.4573 0.117
H -0.1897 3.6925 -3.9334 0.053
H -1.4567 0.5683 1.9811 0.044
H -1.9939 6.0807 -0.4703 0.056
H -1.2952 -5.2301 5.6767 0.051
H 3.6644 2.7437 -0.9397 0.056
H -2.5470 -0.3902 -2.3586 0.051
H 0.0214 5.4473 -3.7211 0.057
H -2.9387 1.1429 1.1785 0.057
H 2.5783 -6.4871 0.6105 0.011
H -5.2759 5.6797 -3.2533 0.051
H -0.3083 -1.6061 6.4368 0.060
H -0.2799 5.6181 -0.6238 0.044
H -5.8790 5.9521 -4.9057 0.054
H -0.5600 -4.0787 6.8190 0.059
H 0.9925 -2.1887 -0.0756 0.063
H -4.4824 7.0607 -6.7905 0.054
H -2.8115 7.6358 -6.5786 0.051
H 1.3397 1.8676 0.9429 0.056
H 3.9072 1.8247 0.5772 0.052
H 2.1178 -7.9680 1.4836 0.056
H 0.7512 -9.5220 -0.8494 0.057
```

Going through the records in order, we get frontier orbital gap values of 2.512 8.952 eV.
Going through the records in order, we get max |F| values of 7.71 4.11 eV/Å.